Entry 1:
The following is a DFT calculation (the ωB97M-V functional and the def2-TZVPD basis) of a structure of composition C32H28N5O3Pd.

The gap between HOMO and LUMO (alpha / beta) comes out at 7.69 / 4.79 eV. As for the net charge: +1. Its LUMO energy (alpha / beta) is -2.71 / -5.60 eV. The HOMO energy (alpha / beta) comes out at -10.4 / -10.4 eV. The calculation puts the calculated total energy at -1863.361865 hartree. The spin multiplicity is 5. Its expectation value of S² is 6.066. Its energy above the lowest of the compared OMol25 structures with the same formula, charge and spin is 10.00 kcal per mole.

The geometry in XYZ format:
```
69
Properties=species:S:1:pos:R:3:forces:R:3:mulliken_charge:R:1
Pd -0.067910 0.522264 -0.455448 -0.0734 0.1655 0.2085 -0.041
C -2.494625 -0.561651 1.907779 -0.2371 0.0483 -0.0580 -1.508
C -3.274991 -0.729684 0.642192 0.1122 0.0400 -0.2311 1.170
C -4.182981 -1.753827 0.526420 -0.1722 -0.1386 -0.1137 -0.845
C -5.026464 -1.836868 -0.581742 -0.0137 -0.0060 -0.0087 -0.813
C -4.997943 -0.865528 -1.595525 -0.1084 -0.2741 0.0742 -0.837
C -4.133756 0.192843 -1.539190 -0.0606 0.2204 0.1948 1.164
C -4.130990 1.226310 -2.629178 0.0791 -0.0968 0.0936 -1.502
C -3.213478 0.256041 -0.421610 -0.3734 -0.1842 -0.3062 0.777
N -2.250700 1.178823 -0.386278 0.3436 0.2372 0.8095 0.157
C -2.488635 2.545036 -0.432803 0.1532 -0.1361 -0.2891 -0.307
O -3.572419 3.066706 -0.306773 -0.0970 -0.0827 0.0696 -0.601
C -1.240609 3.377182 -0.531864 0.0510 -0.2446 -0.0408 0.221
C -1.294613 4.753020 -0.439893 -0.0858 0.1957 -0.0012 -0.530
C -0.103588 5.461097 -0.491626 0.0458 0.0623 -0.0129 -0.465
C 1.091736 4.775648 -0.650938 0.0613 0.1725 -0.0168 -0.599
C 1.052817 3.398596 -0.757840 -0.0306 -0.2145 -0.0284 0.428
N -0.093126 2.725566 -0.692297 0.1174 -0.1634 0.1742 0.280
C 2.316270 2.599162 -0.975077 -0.2195 -0.1866 0.2328 -0.329
O 3.379479 3.159374 -1.118700 0.1051 -0.0098 -0.0637 -0.608
N 2.080786 1.253622 -1.125390 -0.0044 -0.0685 -0.4940 -0.252
C 2.973995 0.269766 -1.059253 0.2191 0.0124 0.1806 1.033
C 3.994754 0.193745 -0.029362 -0.0068 0.1094 -0.1750 1.345
C 4.131628 1.236380 1.035901 -0.0394 -0.0119 -0.0956 -1.649
C 4.818371 -0.906497 -0.023886 0.0394 -0.1431 -0.0630 -0.843
C 4.695470 -1.913422 -0.983545 0.0356 -0.0284 -0.0041 -0.832
C 3.708735 -1.854665 -1.975936 0.1638 -0.1624 0.0836 -0.783
C 2.838299 -0.800850 -2.032590 -0.1122 0.0751 0.2106 1.141
C 1.842293 -0.706791 -3.148939 0.4084 0.0620 -0.1072 -1.406
H -2.225626 -1.526549 2.336729 -0.0394 0.0365 -0.0214 0.426
H -3.116725 -0.035426 2.639797 0.0153 -0.0194 -0.0361 0.522
H -1.603031 0.032259 1.770798 0.1362 0.1099 -0.0368 0.093
H -4.259404 -2.488608 1.322234 -0.0161 0.0736 -0.0957 0.495
H -5.732693 -2.657852 -0.653459 0.0676 0.0831 -0.0022 0.422
H -5.667552 -0.954659 -2.443291 0.0192 -0.0350 0.0689 0.430
H -4.722029 0.888076 -3.478452 0.0465 -0.0356 0.0289 0.480
H -3.120418 1.450625 -2.974407 0.0131 -0.0119 -0.0101 0.246
H -4.560174 2.154076 -2.256228 -0.0273 0.0380 -0.0176 0.331
H -2.256686 5.235353 -0.324642 0.0668 -0.0208 0.0139 0.532
H -0.107180 6.540558 -0.410300 0.0025 -0.0357 0.0000 0.462
H 2.051371 5.274836 -0.699419 -0.0796 -0.0151 -0.0096 0.535
H 3.155780 1.497173 1.445920 -0.0381 -0.0162 0.0212 0.240
H 4.575519 2.141793 0.623610 0.0164 0.0031 0.0084 0.384
H 4.768963 0.872067 1.840082 -0.0480 -0.0287 -0.0154 0.481
H 5.574778 -0.990588 0.748187 -0.0378 -0.0206 -0.0605 0.436
H 5.380797 -2.754442 -0.964019 -0.0741 0.0631 0.0176 0.428
H 3.643097 -2.644332 -2.717722 0.0266 0.0736 0.0727 0.442
H 1.732776 -1.669666 -3.644177 0.0280 0.0016 0.0056 0.476
H 2.172619 0.024216 -3.890352 0.0253 0.0128 0.0087 0.420
H 0.875120 -0.376097 -2.806891 -0.3601 0.1523 0.1348 0.018
O 0.985820 0.349699 1.381724 -0.2433 0.1040 0.2490 -0.355
C 0.746484 -0.533999 2.336096 0.1408 0.1944 -0.2978 0.109
C 0.800525 -0.124997 3.681309 0.0879 0.1410 0.0389 -0.417
C 0.663718 -1.028264 4.715367 -0.0363 0.0476 -0.0640 -0.564
C 0.437748 -2.379731 4.446669 0.0305 0.0265 0.1198 -0.880
C 0.333629 -2.789587 3.136473 -0.0478 -0.1271 -0.1010 -0.958
C 0.480380 -1.891156 2.072907 0.0245 -0.1374 -0.1145 0.311
C 0.280878 -2.351326 0.701806 0.0287 -0.2095 -0.0454 0.526
N -0.089634 -1.639810 -0.350365 -0.0978 0.3422 -0.4934 0.917
C -0.242299 -2.509684 -1.417641 -0.1079 0.1467 0.0867 -1.021
C 0.043384 -3.766582 -1.011161 0.0698 -0.0683 0.2219 -0.782
N 0.370928 -3.648350 0.324868 0.0184 -0.1857 -0.1092 -0.071
H 0.973764 0.930755 3.866235 -0.0129 -0.1212 0.0350 0.462
H 0.709850 -0.683514 5.742144 0.0433 -0.0072 -0.0681 0.441
H 0.332721 -3.094313 5.253933 -0.0333 0.0666 -0.0627 0.425
H 0.094260 -3.830295 2.937850 0.0252 0.0572 -0.0099 0.366
H -0.565341 -2.176783 -2.391957 0.0483 -0.0017 0.1382 0.538
H 0.044978 -4.710203 -1.535130 -0.0011 0.1274 0.1213 0.459
H 0.681072 -4.396043 0.918274 0.0195 -0.0532 0.0570 0.232
```
Forces are in eV/Å.


Entry 2:
The following is a DFT calculation (the ωB97M-V functional and the def2-TZVPD basis) of a structure of composition C32H29As2ClIMgN3O10 in a non-equilibrium geometry.

The gap between HOMO and LUMO comes out at 6.47 eV. Its LUMO energy is -1.08 eV. The HOMO energy comes out at -7.6 eV. The calculation puts the calculated total energy at -7583.046354 hartree. The spin multiplicity is 1.

The geometry in XYZ format:
```
79
Properties=species:S:1:pos:R:3:forces:R:3:mulliken_charge:R:1
Mg 1.980617 -0.971909 3.245880 1.5499 0.9028 0.5408 1.004
O 0.693555 -2.135382 2.665874 -0.3793 -0.2047 -0.3241 -1.083
C -0.592904 -1.921435 2.666859 0.0562 0.1773 -0.5888 0.702
C -1.396444 -2.660394 1.767219 0.3109 -0.8397 -0.2017 -0.385
C -2.758756 -2.525948 1.707590 0.5706 -1.1739 -2.1023 -0.032
C -3.380477 -1.645095 2.528351 -1.9069 -0.3280 0.0556 -0.830
C -2.661177 -0.927511 3.400601 1.0744 1.9971 0.5467 -1.102
C -1.243117 -0.907257 3.416420 -1.7373 -1.1669 -0.5359 0.315
C -0.572285 0.061255 4.215907 -0.4257 0.3367 0.0758 0.727
N 0.652550 -0.082911 4.652009 1.3269 -0.1706 0.0076 -0.451
C 0.946342 0.976792 5.477785 0.0463 0.2739 0.9769 -0.236
C -0.169532 1.754697 5.539187 0.0556 1.0510 0.2128 -0.556
N -1.130192 1.226400 4.684447 2.0825 -1.2399 0.6211 0.016
H -0.903135 -3.396675 1.119209 -0.0020 0.4003 0.3228 0.479
H -3.317892 -3.048311 0.904299 0.3772 0.2232 0.7564 0.249
H -4.451016 -1.550837 2.463278 -0.2290 0.1316 0.1933 0.451
H -3.221194 -0.207314 3.983398 0.1403 0.0749 0.3645 0.348
H 1.902532 1.041795 6.076838 -1.3911 0.0235 -1.0694 0.392
H -0.344887 2.666003 6.089617 -0.0293 -0.0790 -0.0686 0.461
H -2.041297 1.565054 4.485310 -0.4895 0.2048 0.0051 0.189
Cl 7.077673 3.007980 0.609788 0.1150 0.4572 -0.0496 -0.262
C 6.129688 1.838509 1.468251 1.3929 -1.3266 -0.5196 0.516
C 6.801988 0.640434 1.821868 -1.2437 1.4331 -0.2378 -0.648
C 6.045045 -0.394200 2.389062 0.1952 -0.3831 0.5571 -0.331
I 6.995022 -2.172849 3.031941 -0.2506 0.4969 -0.2551 0.038
C 4.688098 -0.254842 2.666047 -0.3351 -0.3173 0.3068 0.722
O 3.947600 -1.160827 3.255157 0.0676 0.2267 -0.3243 -0.731
C 4.064712 0.990577 2.272632 0.0919 -0.1239 -0.3981 0.270
N 2.743199 1.037528 2.519586 -1.5182 -0.4148 -0.2066 -0.220
C 2.042706 2.087867 2.154671 1.2837 1.2552 0.0144 -0.141
C 2.675244 3.235399 1.602695 0.0650 -1.3082 -0.2078 -0.948
C 4.010563 3.188336 1.273933 -1.4582 0.2951 0.3745 -0.774
C 4.735586 2.048474 1.599044 1.2590 -1.4877 1.1570 0.225
H 7.887115 0.531067 1.666733 -0.7661 0.1664 0.0087 0.349
H 0.986257 2.156990 2.336860 -0.3857 -0.4712 0.2042 0.431
H 2.065871 4.072541 1.356685 -0.2443 0.5714 -0.1488 0.453
H 4.414413 4.047114 0.795847 0.7157 0.3622 -0.3044 0.456
C -2.234720 -4.708275 -2.185076 0.0069 0.1124 0.4615 -0.787
O -2.521671 -3.367853 -1.717321 0.3081 0.1077 -0.4663 -0.220
C -1.534612 -2.483907 -1.928841 2.0587 -1.5855 -1.1648 -0.541
O -0.438170 -2.828656 -2.407289 -2.1376 0.9466 0.9804 -0.590
C -1.938895 -1.159528 -1.468693 -0.9881 0.4622 -0.1999 1.368
C -2.991600 -0.480417 -2.004033 0.2632 -0.3958 0.8513 -0.050
As -3.102228 -0.218577 -3.898090 0.3422 -0.3413 -0.7293 0.050
C -2.759764 -2.060223 -4.592233 1.0232 0.5060 1.1461 -1.134
C -1.190833 0.554467 -3.696865 -1.0556 0.2312 -1.0571 0.607
C -0.485920 0.767914 -2.608871 0.7846 0.1199 0.2802 0.186
As -0.676512 0.077490 -0.728743 0.4126 0.2347 0.2802 0.873
C 1.076869 -0.818733 -0.855609 0.9309 -0.4017 0.2323 -1.244
C 0.806295 1.546576 -2.623082 -0.4339 0.2496 0.4881 -0.193
O 1.855831 1.126010 -3.011749 0.0591 0.1597 -0.0968 -0.554
O 0.708157 2.715551 -1.929663 0.7487 -0.4717 -0.7488 -0.354
C -0.466961 3.510366 -2.188992 0.6654 0.4779 0.9953 -0.510
C -0.804569 1.205002 -5.014555 -0.4694 1.0375 0.7142 0.156
O -1.215816 2.301813 -5.334956 0.2171 -0.8620 0.1834 -0.631
O -0.032958 0.497171 -5.812559 0.5335 -0.7306 0.4663 -0.351
C 0.653798 -0.671536 -5.262440 0.6282 -0.8424 -2.1761 -0.365
C -3.553468 0.729854 -1.311072 0.5051 -1.1410 0.7179 0.169
O -3.739296 1.810782 -1.769267 -0.0567 1.1332 -0.7872 -0.576
O -3.886382 0.362860 -0.071747 -0.3213 -0.2053 0.8395 -0.177
C -4.202899 1.386441 0.882192 -0.7100 0.2309 -0.5098 -0.800
H -3.125209 -5.252998 -1.870302 0.3610 -0.2462 0.0515 0.301
H -1.292131 -5.050041 -1.712275 -0.6871 -0.0377 -0.3841 0.319
H -2.165463 -4.744401 -3.278730 0.1764 0.1619 0.2752 0.295
H -3.552492 -2.694209 -4.254014 -0.6304 -0.2737 0.2914 0.446
H -1.808451 -2.471055 -4.224075 -0.3701 0.1693 -0.4569 0.178
H -2.782983 -2.038699 -5.652487 0.1000 0.1442 -0.9935 0.513
H 1.281735 -1.230034 -1.863905 -0.2666 0.3290 0.7103 0.369
H 1.249422 -1.613805 -0.104764 -0.5501 0.2954 -0.2806 0.435
H 1.845834 -0.052505 -0.619496 -0.5351 -0.2099 -0.2272 0.414
H -1.093451 3.405198 -1.297329 -0.5348 -0.1057 -0.5991 0.196
H -0.885433 3.262384 -3.158149 -0.4728 0.0663 0.1915 0.310
H -0.088041 4.536384 -2.182216 -0.1860 -0.0938 -0.2392 0.271
H 0.704341 -1.329388 -6.186633 -0.0916 0.3910 1.4359 0.244
H 0.197894 -1.166824 -4.400206 -0.2692 0.2415 -0.4319 0.202
H 1.681799 -0.413045 -4.995367 -0.2895 0.2620 -0.0035 0.244
H -5.024139 1.060909 1.538316 -0.0274 0.0239 -0.7095 0.252
H -4.407389 2.341604 0.360236 0.0181 -0.5641 0.4774 0.410
H -3.361589 1.444818 1.530076 0.9556 0.3885 0.4323 0.201
```
Forces are in eV/Å.


Entry 3:
The following is a DFT calculation (the ωB97M-V functional and the def2-TZVPD basis) of a structure of composition C32H29BCrF2N4O3P in a non-equilibrium geometry.

The gap between HOMO and LUMO (alpha / beta) comes out at 6.99 / 5.81 eV. Its LUMO energy (alpha / beta) is -0.17 / -0.14 eV. The HOMO energy (alpha / beta) comes out at -7.2 / -5.9 eV. The calculation puts the calculated total energy at -3291.811369 hartree. The spin multiplicity is 4. Its expectation value of S² is 3.979. Its energy above the lowest of the compared OMol25 structures with the same formula, charge and spin is 90.90 kcal per mole.

The geometry in XYZ format:
```
73
Properties=species:S:1:pos:R:3:forces:R:3:mulliken_charge:R:1
Cr -0.420588 1.474455 0.671807 0.0091 0.1904 -0.1843 -0.258
C -1.599020 5.212505 2.981903 -1.3558 1.4286 1.2391 -1.235
C -1.856014 4.051901 2.082399 -0.3956 1.2327 0.0942 0.652
O -1.101967 3.101471 2.152502 0.1709 -1.3550 -0.6138 -0.387
N -2.952779 4.228924 1.305091 0.6494 -1.6494 -0.3229 -0.084
C -3.629919 3.286240 0.424284 -0.2212 0.2465 -0.8903 -1.118
C -2.897223 2.793793 -0.839360 -0.0779 0.6048 0.8586 1.112
C -3.772642 2.631689 -1.982459 0.2090 0.2987 0.4780 -1.345
C -3.353790 1.782582 -2.934083 1.5718 -0.2576 -0.2539 -0.864
C -1.953840 1.375131 -3.064890 0.4819 1.2031 0.1123 -0.254
C -0.952344 1.843184 -1.838712 -0.5411 -0.9688 0.3112 0.305
N -1.667591 2.379811 -0.728150 -0.9722 0.1876 -0.8259 0.237
H -2.370296 6.016901 3.001599 0.1293 -0.7838 -0.2601 0.354
H -0.710963 5.760313 2.814538 1.3178 0.0913 -0.6515 0.315
H -1.521268 4.886307 4.015972 -0.0266 -0.3795 0.0201 0.296
H -3.289530 5.152530 1.244007 -0.3055 0.8767 0.2068 0.259
H -4.524986 3.829182 0.074009 0.3727 -0.1927 0.1263 0.473
H -4.035961 2.422180 0.942706 0.3472 -0.2490 0.3621 0.251
H -4.813013 3.003241 -1.950579 0.7577 -0.3947 0.1653 0.274
H -4.060090 1.319915 -3.593498 -0.2512 -0.1250 -0.3780 0.466
H -1.744602 0.498511 -3.634121 0.0135 -0.5865 0.0240 0.553
H 1.086089 1.538475 -1.413084 1.2997 1.0417 -0.2642 0.700
O -0.845176 -1.577258 0.902097 0.0402 1.0644 1.2591 -0.960
N 1.849296 -1.055416 1.878815 -0.0894 -0.0145 2.7054 -0.825
N 1.582250 0.053926 2.389637 0.6577 -1.1344 -3.1241 1.579
O 1.409232 1.109782 1.635087 -0.7996 0.0777 1.1811 -0.956
C 1.519792 0.122355 3.819918 -0.2365 0.2586 -0.3815 0.373
C 0.483611 0.858253 4.344676 0.9580 -0.2963 1.1145 -0.050
C 0.351467 0.899935 5.720162 -1.1751 0.3927 0.3970 -0.657
C 1.235792 0.240134 6.542047 0.8621 -0.6510 -0.7498 -0.514
C 2.303464 -0.466894 5.944446 -1.2981 0.1793 -0.1023 -0.526
C 2.428880 -0.603426 4.572414 -0.0460 1.0563 0.3310 -0.767
H -0.218882 1.383503 3.776465 -0.6977 0.4791 -1.1068 0.538
H -0.548130 1.416618 6.100492 0.7438 -0.2743 0.0413 0.359
H 1.115506 0.196329 7.612217 -0.0022 0.1826 0.1164 0.401
H 2.945271 -1.009684 6.568807 1.0001 -0.5782 0.8139 0.424
H 3.258844 -1.105043 4.092721 -0.1960 -0.2084 0.1030 0.462
C 1.703563 -5.277376 -3.847459 0.3176 -1.3907 -1.0371 -0.401
C 0.414277 -5.263440 -3.401657 -0.4099 -0.5399 0.8420 -0.683
C 0.023796 -4.230713 -2.593052 -1.1766 0.5454 -0.6602 -0.479
C 0.826750 -3.099895 -2.340866 -1.6452 -1.2072 -0.2210 0.590
C 2.101913 -3.160383 -2.795199 0.8792 0.1249 -1.4443 0.329
C 2.530197 -4.235029 -3.566505 0.9317 0.6409 0.0128 -0.804
P -0.196868 -1.831163 -1.599785 -0.2558 0.8629 0.8175 -0.559
C 0.344952 -1.912418 0.236037 -0.5897 -2.4393 -1.1766 0.923
C 1.756857 -1.279216 0.481609 -1.0259 1.2423 -0.5395 0.174
C 2.905081 -2.153157 0.065539 0.5164 -0.2883 -0.0775 -1.202
C 2.903959 -3.487818 0.070494 -1.3982 1.2924 0.6692 -0.648
C 1.646074 -4.145190 0.461788 -0.5841 1.2309 0.0655 -0.645
C 0.489773 -3.443148 0.527879 1.1859 0.2403 -0.1939 -1.328
C 0.331759 -0.195230 -2.240630 0.1625 -1.3569 0.1459 0.808
C 0.620763 -0.152209 -3.562779 1.0081 -0.4683 0.3007 -0.613
C 1.084648 1.092254 -4.173680 -0.9873 -0.9829 0.5187 -0.740
C 0.488676 2.241609 -3.906794 -0.3704 0.9217 -0.2242 -1.239
C -0.814783 2.440403 -3.167866 -0.1828 1.0013 -0.3344 0.247
C 0.191911 0.982120 -1.313188 -1.5900 -0.6700 -0.2255 -0.956
H 2.008171 -6.113851 -4.474060 0.2379 0.2630 0.0080 0.365
H -0.282787 -6.061188 -3.629988 0.0796 0.0217 -0.0556 0.423
H -1.043469 -4.212914 -2.367596 0.2988 0.2169 0.4360 0.310
H 2.755090 -2.320015 -2.792704 0.3399 0.6549 0.4646 0.505
H 3.505204 -4.170899 -4.034609 0.1071 -0.1587 0.1691 0.398
H 1.792085 -0.338942 -0.064825 0.0711 0.0652 -0.0147 0.888
H 3.802033 -1.613327 -0.206506 0.0929 0.0594 -0.0057 0.566
H 3.798057 -3.988917 -0.206061 0.4292 -0.6953 -0.1517 0.563
H 1.645552 -5.165899 0.763943 -0.0071 -0.7230 -0.0765 0.466
H -0.420279 -3.967597 0.770874 -0.2237 0.1594 0.1513 0.518
H 0.732760 -1.094726 -4.144983 -0.1648 0.7059 0.4990 0.585
H 1.938425 1.022580 -4.807479 0.5835 0.2071 -0.4012 0.440
H 1.002831 3.136294 -4.278212 -0.6212 -0.0560 0.1229 0.311
H -1.161223 3.464233 -3.281105 -0.3040 -0.0490 0.0457 0.501
F -1.631716 0.163402 2.418987 -0.2653 -0.6536 -1.3808 -0.267
B -1.583255 -0.325668 0.989548 -0.4773 0.3310 -0.2694 1.407
F -2.939682 -0.354949 0.378988 2.1338 -0.1025 1.2696 -0.333
```
Forces are in eV/Å.


- The lowest calculated total energy belongs to which entry?
  C32H29As2ClIMgN3O10


- Which value of calculated total energy does entry 3 give?
  -3291.811369 hartree


- Number 1 is which compound?
  C32H28N5O3Pd


- Among the records above, which one has the lowest calculated total energy?
  C32H29As2ClIMgN3O10